a:
The following is a DFT calculation (ωB97M-V with the def2-TZVPD basis set) of a 2-piece molecular cluster, C4H9FS overall.

Calculated values
SMILES ... C1CS1.CCF
Kohn-Sham gap ... 9.77 eV

Last column: natural (NBO) charge in e.
Positions of all 15 atoms, in Å:
1 C -2.548 -0.499 -0.020  -0.646
2 H 1.414 -1.171 -0.210  0.218
3 H 2.156 1.677 0.763  0.228
4 H -3.064 0.035 0.783  0.216
5 C 1.767 -0.162 -0.401  -0.504
6 H -0.624 -0.474 -1.017  0.157
7 C -1.149 0.046 -0.206  0.059
8 H -3.130 -0.383 -0.938  0.216
9 H 2.362 0.128 1.709  0.221
10 C 2.328 0.606 0.735  -0.498
11 S 3.560 0.041 -0.457  0.103
12 H -2.512 -1.563 0.239  0.216
13 H -0.554 -0.054 0.709  0.160
14 H 1.209 0.380 -1.159  0.228
15 F -1.214 1.393 -0.532  -0.375

=====

b:
The following is a DFT calculation (ωB97M-V with the def2-TZVPD basis set) of one molecule with the formula C4H9FS.

Calculated values
SMILES ... C[C@@H](F)[C@@H](C)S
Kohn-Sham gap ... 9.76 eV

Last column: natural (NBO) charge in e.
Positions of all 15 atoms, in Å:
1 H 1.581 -1.645 0.941  0.224
2 H -2.380 -1.451 -0.419  0.106
3 H -2.463 1.335 0.610  0.225
4 F 1.090 0.820 -1.275  -0.340
5 H 1.131 0.984 0.787  0.144
6 C 1.877 -1.020 0.082  -0.677
7 H -0.737 -0.322 1.292  0.222
8 C -1.462 1.295 -0.059  -0.637
9 S -1.127 -1.400 -0.644  -0.010
10 C 0.911 0.234 -0.109  0.238
11 H 2.864 -0.733 0.453  0.227
12 H -0.816 2.190 0.122  0.221
13 C -0.653 0.029 0.231  -0.409
14 H -1.664 1.442 -1.180  0.234
15 H 1.851 -1.757 -0.833  0.234

=====

Most stable: a (next structure +0.242 eV)

=====

a:
The following is a DFT calculation (ωB97M-V with the def2-TZVPD basis set) of a 4-piece molecular cluster, C4H16O4 overall.

Calculated values
SMILES ... CO.CO.CO.CO
Kohn-Sham gap ... 10.12 eV

Last column: natural (NBO) charge in e.
Positions of all 24 atoms, in Å:
1 C -16.210 -13.051 16.638  -0.251
2 H -14.119 -15.776 11.422  0.490
3 H -15.176 -13.074 16.982  0.161
4 H -15.741 -12.708 11.697  0.174
5 H -12.864 -17.505 10.650  0.158
6 H -10.607 -10.633 11.886  0.157
7 C -13.951 -17.525 10.569  -0.245
8 H -11.844 -10.901 10.574  0.186
9 H -10.037 -11.246 10.384  0.162
10 O -11.111 -12.519 11.468  -0.732
11 H -13.151 -13.314 11.694  0.497
12 H -14.958 -13.104 13.297  0.164
13 H -14.373 -11.875 12.231  0.154
14 H -14.351 -18.527 10.723  0.176
15 H -16.292 -12.363 15.797  0.159
16 H -16.548 -14.050 16.366  0.188
17 O -13.962 -13.826 11.724  -0.743
18 C -10.914 -11.237 11.032  -0.239
19 O -16.963 -12.599 17.755  -0.712
20 H -10.270 -12.800 11.835  0.471
21 C -14.811 -12.873 12.242  -0.244
22 H -14.275 -17.238 9.568  0.155
23 O -14.451 -16.664 11.577  -0.744
24 H -16.719 -11.671 17.776  0.456

=====

b:
The following is a DFT calculation (ωB97M-V with the def2-TZVPD basis set) of a 4-piece molecular cluster, C4H16O4 overall.

Calculated values
SMILES ... CCCCO.O.O.O
Kohn-Sham gap ... 10.45 eV

Last column: natural (NBO) charge in e.
Positions of all 24 atoms, in Å:
1 O -3.607 -0.873 1.242  -0.961
2 C 2.067 1.100 -0.476  -0.417
3 C 1.532 -1.122 0.649  -0.067
4 H 0.691 2.284 -1.737  0.192
5 H -1.382 -1.847 2.836  0.467
6 O -1.305 -0.885 2.834  -0.966
7 H 2.213 1.505 0.531  0.213
8 C 1.751 2.050 -1.618  -0.601
9 H -3.441 0.326 -1.790  0.486
10 H -3.835 -0.104 0.704  0.496
11 H 2.123 1.580 -2.521  0.207
12 C 1.345 -0.234 -0.572  -0.417
13 H -2.105 1.040 -1.264  0.489
14 H 0.278 -0.138 -0.812  0.173
15 H -2.746 -1.151 0.899  0.470
16 H 0.026 -2.323 0.341  0.453
17 O -3.022 0.823 -1.084  -0.970
18 H 0.959 -0.723 1.488  0.189
19 O 0.981 -2.435 0.361  -0.726
20 H -2.203 -0.560 2.653  0.493
21 H 1.709 -0.841 -1.406  0.208
22 H 2.576 -1.320 0.872  0.180
23 H 2.256 3.014 -1.549  0.215
24 H 3.137 0.832 -0.582  0.198

=====

Most stable: b (next structure +1.899 eV)

=====

a:
The following is a DFT calculation (ωB97M-V with the def2-TZVPD basis set) of a 4-piece molecular cluster, C4H16O4 overall.

Calculated values
SMILES ... CO.CO.CO.CO
Kohn-Sham gap ... 10.76 eV

Last column: natural (NBO) charge in e.
Positions of all 24 atoms, in Å:
1 C -2.876 -3.910 2.056  -0.249
2 O -2.121 -4.034 0.873  -0.730
3 H 1.096 2.367 -8.054  0.164
4 H 3.196 -1.017 5.164  0.156
5 H -1.283 3.051 -0.853  0.168
6 H 0.477 2.577 -0.561  0.160
7 H 3.094 0.661 6.836  0.475
8 O -0.815 1.073 -1.039  -0.719
9 C -0.578 2.323 -0.453  -0.251
10 H 0.394 0.752 -6.831  0.469
11 H -2.000 -3.167 0.479  0.471
12 H 1.682 -0.252 4.978  0.152
13 O 2.504 -0.096 6.863  -0.735
14 H 0.532 3.590 -6.980  0.181
15 O 0.264 1.552 -6.317  -0.724
16 H 1.998 2.693 -6.605  0.164
17 H -2.467 -4.389 2.945  0.164
18 H -2.785 -2.841 2.249  0.173
19 C 0.984 2.599 -6.995  -0.254
20 C 2.273 -0.810 5.705  -0.232
21 H -0.639 2.203 0.628  0.177
22 H 1.754 -1.732 5.968  0.183
23 H -0.860 1.243 -1.982  0.464
24 H -3.823 -4.434 1.926  0.172

=====

b:
The following is a DFT calculation (ωB97M-V with the def2-TZVPD basis set) of a 4-piece molecular cluster, C4H16O4 overall.

Calculated values
SMILES ... CC[C@H](C)O.O.O.O
Kohn-Sham gap ... 11.22 eV

Last column: natural (NBO) charge in e.
Positions of all 24 atoms, in Å:
1 O 1.130 -2.208 -3.349  -0.972
2 H 1.828 -4.101 2.679  0.464
3 H 0.539 3.114 0.457  0.209
4 H 1.853 -0.083 -0.829  0.474
5 C -1.302 -0.172 -1.267  -0.624
6 C 0.906 2.161 0.805  -0.603
7 C 0.009 0.949 0.605  -0.441
8 C -0.019 0.499 -0.844  0.102
9 O 1.932 -3.142 2.619  -0.928
10 H 1.226 2.324 1.829  0.218
11 H -1.019 1.074 0.944  0.223
12 O -3.505 2.711 2.360  -0.934
13 H 0.220 1.320 -1.514  0.161
14 H -4.351 2.283 2.570  0.468
15 H 1.136 -2.951 2.101  0.464
16 H -2.157 0.503 -1.185  0.211
17 H -3.753 3.267 1.600  0.467
18 H 1.831 2.000 0.237  0.187
19 H 1.085 -1.640 -2.561  0.496
20 H -1.501 -0.992 -0.595  0.210
21 H 0.406 0.133 1.225  0.214
22 O 1.028 -0.474 -1.140  -0.756
23 H 1.505 -1.676 -4.058  0.460
24 H -1.244 -0.552 -2.289  0.228

=====

Most stable: b (next structure +2.659 eV)

=====

a:
The following is a DFT calculation (ωB97M-V with the def2-TZVPD basis set) of a 13-piece molecular cluster, H27O13 overall.

Calculated values
Kohn-Sham gap (spin up / spin down) ... 3.07 / 10.96 eV
Multiplicity ... 2

Last column: Löwdin spin population.
Positions of all 40 atoms, in Å:
1 H -1.554 4.126 -0.944  0.024
2 H 2.617 0.466 0.795  0.011
3 H -0.420 2.600 0.406  0.027
4 O -0.572 4.208 -0.581  0.072
5 O -3.546 0.759 -0.632  0.043
6 H -0.248 1.243 -3.869  0.006
7 H 1.810 3.053 -1.590  0.013
8 H 2.073 0.885 2.231  0.016
9 H 1.716 -2.465 0.099  0.006
10 H 0.126 -0.104 1.494  0.024
11 H -1.125 1.359 1.178  0.076
12 H -3.599 0.197 0.197  0.012
13 H 2.171 -0.474 -0.460  0.013
14 O -1.858 -3.147 -1.281  0.020
15 O 0.255 -0.288 2.502  0.065
16 H -0.539 4.518 0.345  0.036
17 O -0.113 -0.985 -0.892  0.039
18 H -0.738 -1.735 -0.775  0.008
19 H -0.268 -4.469 1.720  0.004
20 O 2.173 2.201 -1.867  0.025
21 H 0.531 -3.044 1.520  0.007
22 H 1.856 2.109 -2.732  0.003
23 H -1.874 -0.945 2.466  0.018
24 H 0.508 0.420 2.961  0.024
25 H -4.504 0.688 -0.949  0.007
26 O -0.043 -3.709 1.275  0.016
27 O 2.125 1.626 1.621  0.049
28 O 2.979 0.125 -0.209  0.027
29 H 2.750 0.855 -0.752  0.007
30 H 2.779 -3.152 0.957  0.004
31 O 0.551 1.489 -4.220  0.013
32 O -0.258 1.642 0.643  0.142
33 O -2.601 -1.208 1.908  0.048
34 H 0.670 0.676 -4.796  0.003
35 H 1.130 1.829 1.282  0.019
36 H -0.686 -0.264 -0.592  0.024
37 H -2.701 -2.248 1.899  0.016
38 H -2.620 -2.895 -0.508  0.011
39 H -1.252 -3.568 -0.604  0.004
40 O 2.299 -2.376 0.751  0.019

=====

b:
The following is a DFT calculation (ωB97M-V with the def2-TZVPD basis set) of a 13-piece molecular cluster, H27O13 overall.

Calculated values
Kohn-Sham gap (spin up / spin down) ... 2.90 / 10.86 eV
Multiplicity ... 2

Last column: Löwdin spin population.
Positions of all 40 atoms, in Å:
1 H -3.341 -2.057 1.881  0.008
2 H 2.424 -0.250 3.784  0.073
3 O -0.137 2.151 1.563  0.044
4 H 0.818 -0.219 3.758  0.048
5 H -3.336 -2.133 0.315  0.005
6 H 4.291 -0.686 1.014  0.078
7 H -0.873 -0.864 -1.727  0.004
8 H -2.194 1.857 -0.413  0.004
9 O -0.250 -1.139 -2.416  0.015
10 H -0.964 -4.163 -0.071  0.005
11 H -3.059 0.160 -2.916  0.002
12 H 0.265 1.570 -2.603  0.007
13 H -2.524 3.143 -1.275  0.002
14 H -3.900 1.255 -2.358  0.001
15 O 1.640 0.060 3.335  0.123
16 H 1.131 2.925 0.386  0.012
17 H 2.595 -0.213 0.412  0.015
18 O -3.003 -2.524 1.125  0.027
19 H -0.389 0.625 -0.146  0.013
20 O -1.310 0.486 -0.452  0.037
21 O 3.846 -0.781 0.143  0.104
22 H 1.286 -3.177 2.359  0.015
23 H 4.465 -0.440 -0.515  0.026
24 O 1.092 -2.361 1.910  0.058
25 H 0.903 1.156 -3.961  0.002
26 H 1.861 1.156 0.614  0.012
27 O -2.452 2.796 -0.391  0.012
28 H -0.312 2.974 2.032  0.012
29 H 1.622 0.078 1.880  0.016
30 H -0.896 -3.418 -1.488  0.002
31 H -0.940 1.834 1.140  0.011
32 O 1.066 1.236 -3.018  0.018
33 O -2.976 1.041 -2.529  0.008
34 H 0.315 -0.371 -2.613  0.003
35 O 2.064 2.833 0.512  0.046
36 H -1.466 -0.269 0.153  0.018
37 O -1.303 -4.097 -0.963  0.012
38 H 2.161 3.019 1.455  0.023
39 O 1.684 0.192 0.829  0.060
40 H 0.249 -2.398 1.445  0.019

=====

Most stable: b (next structure +1.975 eV)

=====

a:
The following is a DFT calculation (ωB97M-V with the def2-TZVPD basis set) of C16H12NO6RhS3 as an isolated structure.

Calculated values
Kohn-Sham gap ... 7.13 eV

Last column: natural (NBO) charge in e.
Positions of all 39 atoms, in Å:
1 C 3.757 -0.040 2.327  -0.213
2 C -3.174 1.102 -0.439  0.421
3 C -0.926 -0.449 2.911  0.291
4 C 3.959 0.018 3.718  -0.182
5 C 1.584 -0.139 4.051  -0.012
6 C -4.517 0.806 -0.254  -0.287
7 H 0.559 -0.116 5.952  0.221
8 H -3.427 4.455 -0.929  0.225
9 S -1.122 2.929 -0.869  1.572
10 C -2.307 -0.650 2.390  -0.662
11 O -2.227 0.146 -0.369  -0.838
12 O -0.292 1.798 -1.381  -0.901
13 S -1.843 -1.012 -1.845  1.757
14 C 2.493 -0.134 1.802  -0.173
15 O -0.740 3.065 0.682  -0.492
16 C -5.461 1.823 -0.297  -0.162
17 H -4.802 -0.223 -0.073  0.228
18 C 0.443 -0.192 4.877  -0.117
19 C 2.892 -0.011 4.569  -0.230
20 N 0.119 -0.379 2.102  -0.386
21 Rh -0.011 0.327 0.154  1.046
22 H -2.306 -1.141 1.428  0.252
23 O -0.472 -1.189 -1.279  -0.966
24 H -2.801 0.318 2.278  0.242
25 H -6.506 1.584 -0.142  0.221
26 H 3.025 0.068 5.641  0.215
27 C -0.777 -0.353 4.317  -0.257
28 H 4.965 0.109 4.106  0.220
29 C -2.800 2.418 -0.687  -0.414
30 H -1.668 -0.420 4.926  0.224
31 C -5.084 3.140 -0.532  -0.237
32 O -1.913 -0.130 -2.975  -0.892
33 H -5.826 3.926 -0.564  0.223
34 C -3.744 3.436 -0.733  -0.157
35 H -2.882 -1.239 3.103  0.226
36 C 1.385 -0.220 2.663  0.125
37 O 0.039 1.948 1.228  -0.427
38 S 2.186 -0.171 0.093  0.072
39 H 4.605 0.006 1.654  0.226

=====

b:
The following is a DFT calculation (ωB97M-V with the def2-TZVPD basis set) of C16H12NO6RhS3 as an isolated structure.

Calculated values
Kohn-Sham gap (spin up / spin down) ... 6.71 / 6.71 eV

Last column: natural (NBO) charge in e.
Positions of all 39 atoms, in Å:
1 C -3.602 -1.449 -1.062  -0.018
2 O -0.898 1.499 3.162  -0.909
3 C 3.818 3.412 3.199  -0.178
4 H 2.433 4.722 4.186  0.222
5 C -4.238 -1.156 -2.288  -0.207
6 C -2.190 -2.109 1.237  0.306
7 C 3.972 2.239 2.473  -0.178
8 H -1.523 -0.282 -4.107  0.230
9 N -1.543 -1.541 0.234  -0.443
10 O 4.558 0.200 0.646  -0.943
11 S 3.267 -0.043 1.216  2.420
12 C -3.591 -2.315 1.169  -0.257
13 H -0.415 -2.743 2.285  0.246
14 C -1.473 -2.580 2.463  -0.658
15 O 0.426 -0.493 2.509  -0.961
16 H 4.945 1.930 2.120  0.256
17 C 2.563 3.808 3.623  -0.208
18 H 4.687 4.015 3.426  0.222
19 C -2.104 -0.598 -3.250  -0.194
20 Rh 0.375 -0.781 0.290  1.079
21 C -1.459 -0.866 -2.066  -0.186
22 C -2.214 -1.273 -0.944  0.124
23 H 0.474 3.307 3.655  0.247
24 H -5.310 -1.281 -2.364  0.219
25 C -3.499 -0.735 -3.358  -0.190
26 C 1.614 1.846 2.603  -0.274
27 O -0.240 1.016 0.853  -0.836
28 H -1.564 -1.848 3.266  0.261
29 H -5.364 -2.096 0.013  0.225
30 C 2.882 1.439 2.166  -0.329
31 S 0.283 -0.761 -1.912  0.081
32 C 1.461 3.022 3.324  -0.188
33 O 2.228 -0.009 0.112  -0.972
34 C -4.291 -1.960 0.062  -0.111
35 H -1.932 -3.511 2.796  0.228
36 O 3.102 -1.183 2.071  -0.950
37 H -4.080 -2.755 2.026  0.230
38 H -3.981 -0.512 -4.299  0.225
39 S 0.118 0.935 2.338  2.372

=====

Most stable: b (next structure +3.666 eV)

=====

a:
The following is a DFT calculation (ωB97M-V with the def2-TZVPD basis set) of one molecule with the formula C4H6BrN3.

Calculated values
SMILES ... Cn1cnc(N)c1Br
Kohn-Sham gap ... 7.72 eV

Last column: natural (NBO) charge in e.
Positions of all 14 atoms, in Å:
1 N 0.075 -0.743 -0.090  -0.340
2 C -0.903 0.176 0.012  -0.194
3 H 0.830 -2.529 -0.435  0.216
4 C 0.197 1.497 0.252  0.384
5 H 0.395 3.277 -0.498  0.386
6 C 1.308 -0.271 0.010  0.123
7 H -1.118 2.911 0.173  0.381
8 Br -2.671 0.081 0.372  0.133
9 N 1.368 1.042 0.259  -0.499
10 H -0.787 -2.369 -0.982  0.209
11 C -0.124 -2.162 -0.152  -0.406
12 H -0.642 -2.705 0.761  0.220
13 H 2.194 -1.019 0.114  0.199
14 N -0.122 2.816 0.206  -0.812

=====

b:
The following is a DFT calculation (ωB97M-V with the def2-TZVPD basis set) of one molecule with the formula C4H6BrN3.

Calculated values
SMILES ... NN1C=CC=C(Br)N1
Kohn-Sham gap ... 8.72 eV

Last column: natural (NBO) charge in e.
Positions of all 14 atoms, in Å:
1 H -1.523 -2.341 -0.509  0.363
2 C -1.232 0.371 0.463  -0.063
3 H 1.345 2.183 -0.737  0.235
4 N 0.773 -0.717 0.829  -0.467
5 H -2.292 0.346 0.661  0.205
6 N -0.597 -0.899 0.540  -0.146
7 C -0.565 1.471 0.090  -0.238
8 C 1.458 0.245 0.129  0.143
9 N -0.762 -1.686 -0.647  -0.687
10 H -0.935 -1.127 -1.481  0.346
11 Br 3.308 -0.074 -0.193  0.057
12 H 1.241 -1.580 1.063  0.402
13 C 0.838 1.381 -0.234  -0.374
14 H -1.057 2.428 0.026  0.223

=====

Most stable: a (next structure +0.220 eV)